Entry 1:
Formula: C3H5NO
Source: OMol25
Level of theory: wB97M-V/def2-TZVPD

CARTESIAN COORDINATES (ANGSTROEM)
O -0.83 1.45 -0.20
N -0.09 -2.19 -0.37
C -0.18 0.19 -0.50
C 0.44 1.65 0.25
C -0.46 -1.06 0.13
H -0.19 -3.00 0.20
H 1.13 2.34 -0.40
H -0.77 -0.80 1.16
H 0.61 1.26 1.29
H 0.34 0.16 -1.55

As for the molecular weight: 71.1 g/mol. The SMILES is [H]/N=C/[C@@H]1CO1. For the HOMO energy, the calculation gives -9.30 eV. The value obtained for the total energy is -6725.9774 eV. The value obtained for the relative energy (zero: lowest compared OMol25 entry of this formula, charge and spin) is 3.595 eV. The value obtained for the largest force on an atom is 6.27 eV/Å. The frontier orbital gap is 9.8 eV.

=====

Entry 2:
Formula: C3H4OS3
Source: OMol25
Level of theory: wB97M-V/def2-TZVPD

CARTESIAN COORDINATES (ANGSTROEM)
S 1.17 -0.81 0.89
S 2.98 1.07 -0.34
S -1.25 -0.88 -0.79
O 0.67 0.83 -1.26
C -0.60 -1.08 0.82
C 1.49 0.51 -0.26
C -0.59 0.78 -0.78
H -1.23 1.31 -1.51
H -0.58 -2.10 1.25
H -0.82 1.18 0.35
H -1.22 -0.81 1.64

As for the molecular weight: 152.3 g/mol. The SMILES is S=C1OCSCS1. For the HOMO energy, the calculation gives -8.95 eV. The value obtained for the total energy is -37726.8394 eV. The value obtained for the relative energy (zero: lowest compared OMol25 entry of this formula, charge and spin) is 1.883 eV. The value obtained for the largest force on an atom is 4.68 eV/Å. The frontier orbital gap is 8.9 eV.

=====

Entry 3:
Formula: C3H2HgLiO3
Source: OMol25
Level of theory: wB97M-V/def2-TZVPD

CARTESIAN COORDINATES (ANGSTROEM)
Hg -0.82 1.15 -4.06
O -0.60 -1.11 -1.30
O -0.17 0.96 -0.59
O 1.28 -0.87 1.36
C -0.53 0.10 -1.59
C -0.23 0.68 0.79
C 0.12 -0.31 1.65
Li 0.64 -1.95 -0.19
H 0.51 1.53 1.22
H -0.18 -0.19 2.71

As for the molecular weight: 293.6 g/mol. For the HOMO energy (spin up / spin down), the calculation gives -6.69 / -6.63 eV. The value obtained for the total energy is -13661.2838 eV. The value obtained for the relative energy (zero: lowest compared OMol25 entry of this formula, charge and spin) is 0.422 eV. The value obtained for the largest force on an atom is 6.03 eV/Å. Its spin multiplicity is 2. The frontier orbital gap (spin up / spin down) is 5.6 / 5.1 eV.